*w*
Computed, not measured: 2 unconnected molecules or ions with the total composition C4H12S2, with ωB97M-V/def2-TZVPD.

Calculated values
- Kohn-Sham gap (alpha / beta) (eV) = 2.1 / 7.5
- HOMO (alpha / beta) (eV) = 0.78 / -4.69
- spin multiplicity = 2
- <S²> = 0.75
- net charge = -1

Geometry as XYZ:
```
18
C4H12S2 ωB97M-V/def2-TZVPD
C 0.731 1.618 1.944
C 0.748 0.318 1.261
S 1.846 2.904 1.238
H -0.165 2.368 2.016
H 1.074 1.462 2.924
H 0.347 0.410 0.199
H 2.730 1.994 1.022
H -0.045 -0.496 1.578
H 1.784 -0.142 1.290
C -1.489 -1.223 -1.376
C -0.287 -0.660 -2.233
S -0.971 -2.553 -0.259
H -1.943 -0.452 -0.838
H -2.325 -1.612 -2.011
H 0.096 -1.328 -3.004
H -2.190 -2.411 0.571
H 0.511 -0.444 -1.576
H -0.452 0.246 -2.745
```

---

*x*
Computed, not measured: 2 unconnected molecules or ions with the total composition C4H12S2, with ωB97M-V/def2-TZVPD.

Calculated values
- Kohn-Sham gap (alpha / beta) (eV) = 1.9 / 8.0
- HOMO (alpha / beta) (eV) = 0.92 / -5.30
- spin multiplicity = 2
- <S²> = 0.75
- net charge = -1

Geometry as XYZ:
```
18
C4H12S2 ωB97M-V/def2-TZVPD
C 0.974 -1.445 -0.095
C 2.129 -0.508 0.272
S 2.474 0.679 -1.089
H 0.886 -2.308 0.564
H 1.115 -1.720 -1.140
H 0.032 -0.904 -0.068
H 1.857 0.128 1.113
H 3.036 -1.071 0.469
H 2.720 1.717 -0.259
C -1.297 1.008 0.856
C -1.751 0.804 -0.607
S -3.102 -0.436 -0.734
H -0.823 0.115 1.239
H -2.140 1.439 1.383
H -0.508 1.760 0.716
H -2.160 1.752 -0.957
H -1.011 0.512 -1.347
H -2.431 -1.521 -0.315
```

---

Most stable one: *x*, least stable one: *w*.